[1]
Below is a 2-piece molecular cluster, C4H13N overall at a distorted geometry, with properties calculated with wB97M-V/def2-TZVPD.

The geometry in XYZ format:
```
18
Properties=species:S:1:pos:R:3:forces:R:3:nbo_charge:R:1
N 1.56165 -0.42744 -1.38788 0.06 -0.02 0.04 -0.6478
C -1.88083 1.94596 2.74023 -0.42 0.27 -0.96 -0.6037
C 2.57455 -1.47494 -1.38713 -0.91 -0.05 -1.30 -0.4077
C -2.57094 0.66304 2.24403 0.65 0.40 1.20 -0.6035
C 0.45345 -0.70201 -2.30623 0.07 -0.60 1.65 -0.4192
H -1.85411 -0.10388 1.98541 0.16 -0.15 -0.40 0.2026
H 1.90150 0.51228 -1.36836 0.25 0.20 -0.25 0.3620
H -1.17129 2.28363 1.99128 0.01 0.30 -0.21 0.1976
H 0.27523 -0.00657 -3.13084 0.31 -0.18 0.04 0.1930
H -0.44079 -0.79308 -1.67200 -0.22 0.26 -0.54 0.1881
H -1.32133 1.93918 3.66594 -0.13 -0.56 0.36 0.2038
H 3.45066 -1.17711 -0.82804 0.03 -0.30 0.32 0.2061
H 0.67564 -1.72540 -2.60271 -0.48 0.08 -0.92 0.1872
H 2.07160 -2.39769 -1.08274 0.43 0.06 0.93 0.1840
H -2.68380 2.68196 2.82647 0.33 0.29 0.13 0.1975
H 2.85657 -1.78427 -2.41364 0.45 0.55 0.04 0.1547
H -3.10722 0.26927 3.10516 -0.59 -0.18 -0.30 0.2003
H -3.22003 0.92480 1.40570 0.00 -0.37 0.17 0.2051
```
Positions in Å, forces in eV/Å.

The charge is 0. As for the SMILES: CNC.CC.

[2]
Below is one molecule with the formula C3H5FO at a distorted geometry, with properties calculated with wB97M-V/def2-TZVPD.

The geometry in XYZ format:
```
10
Properties=species:S:1:pos:R:3:forces:R:3:nbo_charge:R:1
F -0.82720 1.68261 0.74488 -1.20 -0.65 0.10 -0.2745
O -2.13847 -0.43721 -1.02829 1.28 1.47 0.86 -0.6260
C 0.60548 0.51978 -0.60951 -0.06 1.54 -3.56 -0.7489
C -1.53867 -0.72782 0.16441 -1.06 0.65 1.10 -0.1369
C -0.61340 0.51601 0.18392 -1.04 -1.14 -1.47 0.6770
H 0.49993 0.68533 -1.81856 -0.32 -0.78 2.93 0.2886
H 1.25617 1.37927 -0.39544 -0.06 -0.59 0.58 0.2512
H 0.98664 -0.44924 -0.43232 1.23 -0.93 -0.20 0.2457
H -2.24016 -0.76355 1.05562 0.66 0.22 -0.67 0.1611
H -1.00369 -1.68452 0.12526 0.58 0.20 0.32 0.1627
```
Positions in Å, forces in eV/Å.

The charge is 0.

[3]
Below is an isolated ion of composition C3H13N4 and charge +1 at a distorted geometry, with properties calculated with wB97M-V/def2-TZVPD.

The geometry in XYZ format:
```
20
Properties=species:S:1:pos:R:3:forces:R:3:nbo_charge:R:1
N -0.16707 -2.08517 -0.86959 -0.47 -2.11 -0.21 -0.8685
N 0.94709 1.83159 -0.86839 0.83 -0.62 0.70 -0.8613
N -1.31124 0.25382 -0.71699 -0.86 -1.64 -0.62 -0.7841
N -1.00831 -0.18261 1.60908 2.20 -1.73 0.98 -0.8522
C 0.73882 1.30315 0.47046 -2.12 -2.50 -0.79 -0.2554
C -0.35311 0.13129 0.36724 3.95 -0.66 0.48 0.2658
C 0.70071 -1.23432 -0.06382 -2.11 3.53 -1.53 -0.2246
H 0.86056 -1.61858 0.87607 1.06 -1.00 2.01 0.1965
H 0.35334 -2.73618 -1.53174 -0.98 1.27 1.08 0.4252
H -1.23912 1.12413 -1.27893 0.32 -0.75 0.31 0.4634
H -2.28631 0.07773 -0.37670 1.01 0.42 -0.32 0.4414
H 1.63449 -0.74377 -0.56501 -1.86 -1.57 0.61 0.2246
H 0.44183 2.09899 1.06553 -1.20 1.43 1.29 0.2002
H 0.90776 2.83101 -0.74050 0.64 0.18 -0.76 0.3911
H -1.01068 -0.76647 -1.25508 -0.53 1.08 0.22 0.4671
H -1.38370 0.67390 1.93749 -0.59 0.83 0.90 0.3729
H 1.82883 1.49498 -1.25555 -0.27 0.70 -0.17 0.3859
H 1.45224 0.78585 1.12276 1.02 0.35 -0.84 0.2005
H -0.85135 -2.72293 -0.27333 2.12 1.80 -1.41 0.4201
H -0.25480 -0.51639 2.34700 -2.16 0.97 -1.94 0.3915
```
Positions in Å, forces in eV/Å.

The charge is +1. As for the SMILES: NCC(N)([NH3+])CN.

[4]
Below is a 2-piece molecular cluster, C4H12N3 overall, with properties calculated with wB97M-V/def2-TZVPD.

The geometry in XYZ format:
```
19
Properties=species:S:1:pos:R:3:forces:R:3:nbo_charge:R:1
N -0.45193 0.42888 -2.54763 0.31 -0.33 0.84 -0.7851
N -0.51831 2.48574 0.60186 0.28 -0.61 -0.25 -0.8324
N -0.43165 -1.03356 1.12695 0.48 0.11 0.77 -0.7098
C 1.70312 -2.17659 1.30552 0.14 -0.25 0.19 -0.3207
C -0.08006 1.75898 -0.53049 0.10 -0.64 -0.07 -0.0903
C -0.86759 1.03013 -1.32943 -0.24 0.32 -0.14 -0.1202
C 0.65498 -1.87215 0.57581 0.02 0.49 -0.18 -0.0752
H -0.28024 3.46291 0.53059 0.06 0.18 0.19 0.3948
H -0.56908 -0.57989 -2.53603 -0.27 0.08 -0.28 0.3589
H 0.53774 0.60070 -2.69398 -0.05 0.09 -0.19 0.3691
H 0.98806 1.67648 -0.71284 0.09 0.57 0.14 0.1969
H 2.51194 -2.77681 0.91686 -0.07 -0.02 -0.26 0.2523
H -0.18959 -0.73910 2.07786 -0.13 -0.23 0.06 0.4432
H 1.82432 -1.89830 2.34497 -0.18 0.19 0.02 0.2222
H 0.49254 -2.11209 -0.46323 0.08 -0.15 0.00 0.2324
H -1.93810 1.05505 -1.13851 -0.11 -0.15 -0.26 0.1895
H -1.30146 -1.55634 1.15424 -0.33 0.02 0.03 0.4415
H -1.51632 2.38424 0.69657 -0.27 0.35 0.07 0.3653
H -0.56834 -0.13827 0.62091 0.10 -0.03 -0.70 0.4677
```
Positions in Å, forces in eV/Å.

The charge is +1.

[5]
Below is C40H50AsBrClNO6P2S2Si3Ti as an isolated structure, with properties calculated with wB97M-V/def2-TZVPD.

The geometry in XYZ format:
```
108
Properties=species:S:1:pos:R:3:forces:R:3:mulliken_charge:R:1
Br 4.46280 4.59481 1.18495 0.00 -0.01 0.00 -0.1452
As -0.57720 -1.76221 -1.55486 0.16 -0.06 -0.03 0.7279
Ti 1.10430 -0.48188 -0.00276 -0.26 0.49 0.19 -0.0170
Cl 1.73689 -2.38672 2.46595 -0.02 0.13 0.02 1.2659
S -0.73507 3.14019 -1.54921 0.04 0.04 0.05 -0.7422
S 2.19910 0.96189 1.96373 -0.02 -0.18 -0.06 -0.5937
P -1.52252 1.84485 -0.25526 -0.12 -0.11 -0.05 2.1484
P 0.22576 1.37285 2.09978 0.00 0.02 -0.01 2.2648
Si -1.46782 -3.64083 -0.50311 0.00 0.05 -0.06 0.3371
Si 4.01989 -2.27212 -0.55611 0.02 0.00 0.06 1.1825
Si 0.18410 -2.70410 -3.55626 0.03 -0.02 0.03 0.5538
O 2.64799 -1.43513 -0.28516 -0.08 0.13 0.09 -1.8760
O 1.90057 -3.73242 1.91292 0.01 -0.03 0.00 -0.6334
O 1.15606 -2.47548 3.79928 -0.04 -0.01 -0.01 -0.7197
O 0.63560 -1.70517 1.61244 0.02 -0.27 -0.17 -0.9621
O 1.59701 0.91016 -1.22792 0.15 -0.44 -0.01 0.9721
O 2.12460 0.98532 -3.39764 0.05 0.05 0.03 -0.9373
N 3.30110 3.03282 -0.77172 0.03 -0.03 0.00 -0.0178
C -3.86194 0.14765 -3.19050 0.00 -0.01 0.01 -0.7112
C 4.42683 4.96023 -1.63330 0.00 0.00 0.00 -0.5686
C 0.07693 3.16523 2.44774 -0.01 -0.03 -0.01 0.3436
C 0.19446 0.88645 4.86743 0.00 0.00 0.00 -0.5690
C -2.98978 4.11708 0.58900 0.02 0.01 0.00 -0.9416
C 1.81215 -2.05014 -4.22108 -0.05 0.03 -0.01 -0.4463
C -0.38749 0.59350 3.63679 -0.03 0.03 -0.01 0.6096
C -0.35986 -5.12537 -0.18123 -0.05 -0.01 0.00 -0.8456
C -3.43582 -0.19544 -0.48106 -0.05 0.07 -0.04 0.4460
C -1.40652 -0.34456 3.57233 0.01 -0.01 -0.02 -0.0095
C 3.36976 3.42062 -3.12379 0.00 -0.01 0.01 -0.7426
C -4.34901 -1.00049 -1.14064 -0.02 0.10 0.03 -0.7819
C -4.56055 -0.83345 -2.50404 0.01 0.02 0.01 -0.3653
C -3.89646 4.80553 1.38543 0.01 0.02 0.00 -0.6565
C -0.71655 3.70689 3.45513 -0.05 -0.04 -0.04 -0.4128
C -2.23556 -3.19318 1.15482 -0.03 0.04 0.01 -0.5775
C 4.00016 4.12445 -0.61187 0.00 0.00 -0.01 0.0880
C 5.06531 -2.28113 0.99916 0.02 0.00 0.00 -1.2721
C -0.26368 0.27231 6.02118 0.00 0.00 0.00 -0.6717
C 4.98237 -1.42775 -1.93354 -0.01 -0.01 -0.02 -1.2360
C -0.56881 0.79591 0.71506 0.34 0.01 -0.02 -0.2608
C -1.86327 -0.96807 4.72576 0.00 -0.01 0.00 -0.8388
C -2.73254 0.79400 -1.16251 -0.07 0.06 0.00 0.1860
C -0.11616 5.92681 2.75321 -0.02 0.00 0.01 -0.6088
C -1.14178 -2.26073 -4.82769 0.00 0.00 -0.01 -1.3177
C -2.90327 -4.24189 -1.58721 -0.04 0.03 0.03 -1.0047
C -4.53990 4.16251 2.43218 0.01 0.01 0.02 -0.5451
C -2.70715 2.77819 0.83105 0.06 0.00 0.02 0.1952
C -1.29822 -0.65452 5.95165 0.00 0.00 0.00 -0.6788
C -0.81107 5.08221 3.60867 -0.02 0.03 0.00 -0.6387
C -4.26183 2.82564 2.68569 0.01 0.00 0.03 -1.0719
C 0.67549 5.39212 1.74694 0.01 -0.02 -0.02 -0.7007
C 2.18166 1.40250 -2.25272 -0.18 0.12 -0.07 -0.3546
C 0.36490 -4.58868 -3.65191 0.02 0.03 -0.02 -1.1430
C 4.09126 4.58450 -2.92334 -0.01 0.01 0.00 -0.3621
C 3.62889 -4.04066 -1.02283 -0.01 0.01 0.03 -0.7551
C -2.95795 0.96311 -2.52062 0.00 0.02 0.04 -0.6747
C -3.34965 2.14489 1.89437 0.06 0.01 0.00 0.3715
C 0.77579 4.01718 1.59642 -0.01 0.04 -0.02 -0.0906
C 2.98783 2.67369 -2.01658 -0.07 0.02 0.01 0.8767
H -1.80004 -0.60804 2.59672 0.02 -0.01 0.01 0.0209
H 2.95573 -4.46773 -0.27579 0.03 0.03 -0.01 0.1312
H 5.21057 -1.26144 1.36398 0.00 0.00 0.00 0.2815
H 3.14265 -4.10184 -1.99623 -0.04 0.01 -0.07 -0.0118
H -2.57740 -4.52537 -2.58852 0.03 -0.02 -0.06 0.2330
H -0.19931 7.00199 2.86688 0.00 0.00 0.00 0.3386
H 6.04828 -2.72253 0.80592 0.00 0.01 0.01 0.4289
H 1.38955 3.58960 0.81277 0.00 -0.01 -0.01 0.0149
H 4.57777 -2.85983 1.78624 0.01 0.00 -0.01 0.2666
H 4.29114 -0.96792 -2.64458 0.01 -0.02 0.00 0.2130
H -4.87381 -1.77838 -0.59757 0.00 0.01 0.01 0.4093
H 1.21099 -4.93405 -3.05520 0.00 0.00 0.02 0.2430
H -2.39050 1.72115 -3.04624 -0.01 0.00 0.00 0.2596
H 4.54294 -4.64152 -1.05901 0.00 -0.01 -0.01 0.4841
H -0.97738 -5.95568 0.18199 0.01 0.00 0.01 0.3250
H -4.00656 0.26979 -4.25782 0.00 0.00 0.00 0.3982
H -2.64137 -1.71903 4.65816 0.00 0.00 0.00 0.4240
H -4.09178 5.85422 1.19098 0.00 0.00 0.00 0.4002
H -1.46518 -3.08061 1.91844 0.00 0.02 0.00 -0.0469
H -2.13143 -2.56490 -4.47855 -0.01 -0.01 0.00 0.2614
H 4.39198 5.19929 -3.76318 0.00 0.00 0.00 0.4104
H -5.25595 -1.47790 -3.02993 0.00 -0.01 0.00 0.3466
H -0.52019 -5.13737 -3.33351 -0.06 -0.02 0.02 0.3083
H -1.44260 5.49335 4.38765 0.00 0.00 0.00 0.3803
H -3.38542 -5.11149 -1.12719 0.00 -0.01 0.00 0.4043
H 5.62946 -0.64161 -1.53597 -0.02 0.02 0.00 0.3453
H 0.17110 -5.45993 -1.07155 0.00 0.00 -0.01 0.2183
H -0.94390 -2.73466 -5.79546 0.00 0.01 0.00 0.4178
H -2.79592 -2.25781 1.09415 0.03 -0.11 0.02 -0.1536
H 2.66159 -2.54969 -3.75401 0.05 -0.03 0.07 0.1710
H -2.47333 4.60912 -0.22650 0.00 0.00 0.00 0.3616
H 1.21333 6.04409 1.06910 0.01 0.00 0.00 0.4995
H 0.56455 -4.84595 -4.69858 0.00 -0.01 0.00 0.3639
H -4.74174 2.31335 3.51197 0.00 0.00 -0.01 0.4208
H 1.91323 -0.97669 -4.06003 -0.02 -0.06 -0.01 -0.1401
H -1.16502 -1.17691 -4.96642 -0.01 0.00 0.01 0.2662
H 0.37100 -4.87532 0.58707 0.05 0.02 0.02 0.0964
H 4.99117 5.85536 -1.41723 0.00 0.00 0.00 0.4091
H -2.92494 -3.98879 1.45863 0.01 -0.01 0.02 0.5533
H 0.19716 0.50164 6.97495 0.00 0.00 0.00 0.3663
H -3.11080 1.11709 2.12738 0.00 -0.02 -0.01 0.1699
H 1.02122 1.58665 4.91282 0.00 0.00 0.00 0.4157
H -1.64483 -1.14793 6.85238 0.00 0.00 0.00 0.3332
H -5.24409 4.70185 3.05591 0.00 0.00 0.00 0.3434
H -3.23037 -0.36033 0.56811 0.00 0.04 -0.02 -0.1609
H -3.64548 -3.44659 -1.69626 0.08 -0.10 0.00 0.1062
H 1.85589 -2.25059 -5.29775 0.01 -0.03 0.00 0.4372
H 5.60794 -2.13884 -2.48129 0.02 0.01 0.01 0.3952
H 3.08312 3.07028 -4.10384 0.00 0.00 0.00 0.4621
H -1.27516 3.05445 4.11338 -0.02 -0.02 0.01 0.3068
```
Positions in Å, forces in eV/Å.

The charge is -2.

[6]
Below is a 2-piece molecular cluster, C3H7N2 overall at a distorted geometry, with properties calculated with wB97M-V/def2-TZVPD.

The geometry in XYZ format:
```
12
Properties=species:S:1:pos:R:3:forces:R:3:nbo_charge:R:1
N -2.30617 0.04317 0.03247 -0.70 -0.10 -2.69 -0.9269
N 0.05525 0.67996 0.28121 -2.40 1.79 -0.70 -0.6513
C 3.31633 -0.46489 -0.03357 -4.92 0.17 0.57 -0.0179
C 0.68632 -0.28992 -0.14033 2.76 -2.71 -0.92 0.1478
C 2.08100 -0.46908 0.06076 4.19 0.32 -0.82 -0.1556
H -1.32240 0.53336 0.06558 0.87 0.34 0.58 0.4234
H -2.58095 0.18392 -0.98430 -0.12 -0.76 1.69 0.4407
H 4.32682 -0.23225 0.02711 1.33 -0.14 -0.03 0.2526
H 0.48077 1.53874 0.52942 1.14 0.42 1.05 0.4108
H -2.93664 0.51310 0.64483 -0.78 0.04 0.56 0.4365
H -2.08306 -0.91887 0.28963 -0.77 0.07 -0.15 0.4324
H 0.28271 -1.11724 -0.77281 -0.59 0.56 0.86 0.2076
```
Positions in Å, forces in eV/Å.

The charge is +1.

[7]
Below is a 2-piece molecular cluster, C9H12N5 overall at a distorted geometry, with properties calculated with wB97M-V/def2-TZVPD.

The geometry in XYZ format:
```
26
Properties=species:S:1:pos:R:3:forces:R:3:nbo_charge:R:1
N 0.39835 0.20256 0.14354 -0.31 -1.18 -0.37 -0.4738
N -1.01798 -1.88713 -3.45209 0.34 -0.43 0.38 -0.3308
N -2.97121 -0.32649 -0.95734 -0.87 1.13 1.30 -0.3475
N -1.28643 -2.03316 -1.25013 -1.38 1.14 -0.04 -0.3605
N -2.15178 -1.61932 0.83791 0.06 0.97 -1.31 -0.5077
C 1.91820 1.18434 1.67345 -0.80 -1.22 -1.24 -0.4788
C -2.93306 -0.52906 0.30947 0.65 -2.42 -1.31 0.2563
C -1.99471 -0.96920 -3.14962 -0.27 -0.78 1.00 -0.0411
C 1.62692 2.14112 0.50714 -1.11 -0.38 0.36 -0.4114
C 0.85622 0.09130 1.31987 0.44 -0.01 0.90 0.1298
C -1.29938 -2.28851 0.05531 0.88 -0.16 1.86 0.4221
C -2.21408 -0.99215 -1.81962 0.97 -1.03 1.76 0.2715
C 1.19983 1.19953 -0.62128 2.93 -1.81 4.19 -0.2374
C -0.61808 -2.48175 -2.34796 -0.68 1.20 -1.16 0.2072
H 0.70224 1.59728 -1.40722 -1.33 1.09 -2.48 0.2107
H -3.61550 -0.15926 1.03425 -0.39 0.89 0.23 0.2233
H -0.56969 -2.97909 0.62736 -1.24 0.90 -1.60 0.2673
H 0.16676 -3.16118 -2.26145 1.04 -1.10 -0.09 0.2212
H 0.79552 2.78461 0.71438 -0.88 0.17 0.59 0.2058
H -2.66768 -0.42416 -3.78560 0.54 0.11 -0.71 0.2562
H 0.49972 -0.74845 2.04374 0.57 1.62 -1.19 0.1696
H 2.35931 2.85157 0.30392 1.86 0.71 -0.64 0.2309
H 1.73474 1.55673 2.64378 -0.20 0.65 1.06 0.2332
H -2.20982 -1.74567 1.84668 0.42 -0.32 -0.38 0.4539
H 2.16780 0.66199 -0.82812 -1.08 0.32 -0.91 0.1981
H 2.94294 0.79235 1.67617 -0.15 -0.08 -0.21 0.2319
```
Positions in Å, forces in eV/Å.

The charge is +1.

[8]
Below is a 4-piece molecular cluster, C2H12NO3 overall at a distorted geometry, with properties calculated with wB97M-V/def2-TZVPD.

The geometry in XYZ format:
```
18
Properties=species:S:1:pos:R:3:forces:R:3:nbo_charge:R:1
O -2.31544 -0.57083 0.53665 -0.09 -0.16 0.46 -0.9635
O -1.29130 -1.53467 -2.63918 0.03 -0.01 0.23 -0.9536
O 1.59487 2.21206 -1.64129 0.46 -0.22 0.01 -0.9686
N 0.08889 0.61608 0.47117 0.70 -0.74 -0.14 -0.7173
C 1.07634 0.37285 1.54150 -0.18 -0.41 -0.60 -0.0612
C 0.97222 -0.67726 2.33073 0.91 0.94 -0.14 -0.3455
H 2.30447 2.78086 -1.31433 -0.20 0.10 0.10 0.4851
H -0.70630 -0.06890 0.54033 -0.28 0.89 -0.05 0.4744
H -2.98808 -0.91003 -0.06427 0.14 -0.01 -0.14 0.5163
H -2.58991 -0.83779 1.42327 -0.19 0.02 -0.13 0.4951
H 1.84391 -0.78731 2.96171 -0.38 -0.44 0.46 0.2451
H -0.43367 -1.96591 -2.70747 -0.03 -0.06 -0.11 0.4727
H -0.17507 1.59691 0.48128 -0.59 0.00 -0.19 0.4440
H -1.92186 -2.21166 -2.90952 0.03 0.06 -0.07 0.4819
H 0.48907 0.43790 -0.46587 0.17 0.43 0.38 0.4569
H 0.14355 -1.35699 2.34235 -0.10 -0.33 -0.01 0.2205
H 2.00183 1.83740 -2.43534 -0.30 0.00 -0.01 0.4883
H 1.90649 1.06728 1.54829 -0.09 -0.06 -0.05 0.2295
```
Positions in Å, forces in eV/Å.

The charge is +1.

These records have energy above the lowest of the compared OMol25 structures with the same formula, charge and spin values of 78.22; 327.88; 275.88; 271.34; 68.65; 226.55; 195.38; 91.63 kJ/mol, in the order they appear.